Record 1
This record from the Open Molecules 2025 dataset describes C42H50F2N9OPdS as an isolated structure. The level of theory is wB97M-V/def2-TZVPD.

Each line ends with the Mulliken charge.
CARTESIAN COORDINATES (ANGSTROEM)
Pd  -1.28  0.62  0.77  -0.782
F  0.44  4.61  4.21  -0.346
C  -0.27  3.47  4.06  0.180
C  -0.25  2.83  2.83  -0.357
C  -0.99  1.67  2.63  0.362
C  -1.77  1.17  3.70  0.044
C  -1.71  1.83  4.93  0.253
F  -2.43  1.38  5.99  -0.348
C  -0.97  2.97  5.14  -0.755
C  -2.70  0.08  3.43  0.457
C  -3.31  -0.73  4.39  -0.881
C  -4.27  -1.64  4.00  -0.617
C  -4.62  -1.73  2.66  -1.041
C  -3.94  -0.94  1.76  -0.210
N  -2.99  -0.08  2.12  0.584
H  0.34  3.29  2.06  0.468
H  -0.98  3.46  6.10  0.524
H  -3.04  -0.65  5.43  0.567
H  -4.75  -2.27  4.74  0.450
H  -5.39  -2.41  2.32  0.513
H  -4.17  -0.98  0.71  0.364
C  -1.02  -3.81  -2.96  -1.291
N  -0.95  -2.46  -2.44  0.243
C  -1.01  -1.43  -3.45  -0.803
C  -1.23  -2.16  -1.14  -0.540
N  -1.88  -1.07  -0.79  2.054
C  -3.00  -0.60  -1.42  -0.971
C  -3.93  -1.48  -1.98  -0.069
C  -5.23  -1.07  -2.27  -1.069
C  -5.65  0.20  -1.96  -1.096
C  -4.74  1.14  -1.44  1.124
C  -5.16  2.43  -1.07  -0.840
C  -4.27  3.36  -0.57  -1.240
C  -2.91  3.07  -0.55  -0.918
C  -2.43  1.81  -0.94  0.206
N  -1.07  1.68  -1.20  0.475
C  -0.41  2.55  -1.93  -0.496
N  0.91  2.75  -1.72  0.622
C  1.84  3.07  -2.77  -1.057
C  1.46  2.74  -0.39  -0.292
N  -0.96  3.21  -2.99  0.350
C  -2.14  2.74  -3.67  -0.701
C  -0.67  4.61  -3.23  -1.277
C  -3.37  0.77  -1.27  1.051
N  -0.78  -3.01  -0.18  0.035
C  0.50  -3.69  -0.29  -0.966
C  -1.26  -2.83  1.17  -0.857
H  -1.85  -3.88  -3.68  0.405
H  -1.19  -4.52  -2.16  0.398
H  -0.10  -4.08  -3.49  0.360
H  -0.23  -1.63  -4.19  0.495
H  -0.81  -0.47  -2.98  -0.009
H  -1.98  -1.40  -3.95  0.358
H  -3.66  -2.52  -2.11  0.449
H  -5.93  -1.78  -2.68  0.420
H  -6.68  0.50  -2.10  0.495
H  -6.20  2.68  -1.19  0.485
H  -4.61  4.33  -0.26  0.477
H  -2.20  3.84  -0.30  0.589
H  2.26  4.07  -2.67  0.395
H  1.36  2.99  -3.74  0.372
H  2.67  2.35  -2.75  0.118
H  1.65  3.77  -0.05  0.491
H  2.40  2.20  -0.36  0.075
H  0.74  2.26  0.28  -0.571
H  -2.19  1.65  -3.62  0.079
H  -2.07  3.04  -4.71  0.444
H  -3.06  3.16  -3.25  0.260
H  0.07  4.98  -2.53  0.376
H  -1.58  5.19  -3.10  0.374
H  -0.31  4.76  -4.25  0.361
H  0.39  -4.75  -0.03  0.390
H  1.21  -3.24  0.41  0.100
H  0.90  -3.59  -1.29  0.330
H  -2.35  -2.88  1.18  0.277
H  -0.95  -1.86  1.60  0.153
H  -0.87  -3.63  1.79  0.453
C  5.92  -1.40  -1.35  -1.321
C  4.43  -1.43  -1.63  -0.329
C  3.71  -0.16  -1.15  -0.641
N  3.59  -0.09  0.28  -0.063
C  2.44  -0.28  0.96  -0.606
S  0.98  -0.47  0.16  0.693
N  2.47  -0.25  2.32  0.307
C  3.51  -0.60  3.19  0.275
O  3.47  -0.23  4.34  -0.594
C  4.57  -1.49  2.64  -0.459
C  4.23  -2.62  1.90  0.341
C  5.21  -3.50  1.48  -0.536
C  6.54  -3.25  1.78  -0.442
C  6.89  -2.13  2.52  -0.654
C  5.90  -1.26  2.96  -0.308
H  6.39  -2.31  -1.72  0.391
H  6.12  -1.33  -0.28  0.225
H  6.40  -0.55  -1.85  0.378
H  3.97  -2.29  -1.15  0.069
H  4.27  -1.52  -2.71  0.461
H  2.69  -0.14  -1.56  0.129
H  4.26  0.72  -1.49  0.496
H  4.45  -0.04  0.81  0.488
H  1.62  0.08  2.77  0.004
H  3.19  -2.83  1.68  0.432
H  4.94  -4.38  0.92  0.424
H  7.31  -3.93  1.45  0.428
H  7.92  -1.94  2.77  0.414
H  6.16  -0.39  3.55  0.492

For the HOMO energy (spin up / spin down), the calculation gives -9.435 / -9.732 eV. As for the spin multiplicity: 3. As for the LUMO energy (spin up / spin down): -2.074 / -3.713 eV. Its electronic energy is -79568.5489 eV. The calculation puts the energy relative to the best compared isomer or geometry (same formula, charge and spin) at 22.6 kcal/mol. The value obtained for the frontier orbital gap (spin up / spin down) is 7.36 / 6.02 eV. Its net charge is +1.

=====

Record 2
This record from the Open Molecules 2025 dataset describes C42H50HfN3O4 as an isolated structure. The level of theory is wB97M-V/def2-TZVPD.

Each line ends with the Mulliken charge.
CARTESIAN COORDINATES (ANGSTROEM)
Hf  0.78  -1.34  -1.07  1.849
C  -1.97  1.11  5.89  -2.004
C  -1.53  1.85  4.62  1.838
C  -2.76  2.49  3.98  -1.632
C  -0.52  2.95  5.01  -1.463
C  -0.83  0.92  3.64  -0.460
C  -0.76  1.23  2.32  -0.816
C  -0.09  0.34  1.43  0.203
N  0.08  0.45  0.14  -0.409
C  -0.44  1.42  -0.71  -1.216
C  -0.54  2.78  -0.39  0.168
C  -1.18  3.62  -1.27  -0.911
C  -1.73  3.04  -2.43  -0.082
C  -1.68  1.70  -2.78  -0.624
C  -1.01  0.84  -1.88  1.992
O  -0.93  -0.49  -1.99  -1.448
C  -2.31  1.27  -4.11  2.184
C  -1.37  1.71  -5.24  -1.437
C  -3.67  1.96  -4.30  -1.935
C  -2.56  -0.24  -4.24  -1.721
C  -1.32  5.12  -1.05  1.809
C  -0.64  5.87  -2.20  -1.676
C  -2.81  5.49  -1.00  -1.560
C  -0.68  5.56  0.27  -1.908
C  0.25  -1.04  1.93  1.221
O  0.33  -1.95  1.08  -1.067
C  0.40  -1.25  3.36  -0.550
C  -0.15  -0.28  4.13  -0.255
C  1.13  -2.47  3.90  2.549
C  0.46  -3.78  3.46  -1.630
C  2.57  -2.41  3.38  -1.267
C  1.16  -2.45  5.43  -2.372
H  -2.57  1.79  6.50  0.460
H  -1.13  0.80  6.51  0.401
H  -2.58  0.24  5.67  0.424
H  -3.28  3.09  4.72  0.465
H  -3.46  1.73  3.61  0.405
H  -2.50  3.15  3.15  0.227
H  -0.98  3.63  5.73  0.439
H  -0.22  3.53  4.14  0.257
H  0.37  2.53  5.47  0.337
H  -1.20  2.13  1.94  0.893
H  -0.04  3.15  0.49  1.474
H  -2.23  3.71  -3.12  0.399
H  -1.25  2.80  -5.25  0.322
H  -1.77  1.40  -6.21  0.466
H  -0.38  1.26  -5.13  0.151
H  -3.58  3.04  -4.45  0.387
H  -4.33  1.79  -3.45  0.413
H  -4.16  1.56  -5.19  0.468
H  -1.63  -0.81  -4.26  0.014
H  -3.09  -0.42  -5.17  0.520
H  -3.17  -0.62  -3.42  0.411
H  -1.10  5.65  -3.16  0.311
H  0.42  5.61  -2.26  0.370
H  -0.71  6.95  -2.04  0.463
H  -3.33  5.22  -1.93  0.311
H  -2.93  6.57  -0.86  0.465
H  -3.31  4.98  -0.18  0.322
H  0.40  5.36  0.28  0.377
H  -1.13  5.06  1.13  0.200
H  -0.82  6.63  0.40  0.469
H  -0.12  -0.41  5.20  0.371
H  0.46  -3.91  2.38  0.217
H  -0.57  -3.83  3.81  0.363
H  1.01  -4.61  3.90  0.487
H  2.60  -2.37  2.29  0.056
H  3.12  -3.30  3.69  0.466
H  3.09  -1.53  3.77  0.322
H  0.15  -2.49  5.86  0.453
H  1.68  -1.58  5.83  0.398
H  1.69  -3.33  5.78  0.437
O  1.57  -1.12  -2.89  -0.887
C  1.02  -1.64  -3.99  1.119
C  1.23  -1.00  -5.22  -0.690
C  0.66  -1.49  -6.37  -0.339
C  -0.11  -2.66  -6.35  -0.873
C  -0.25  -3.35  -5.17  -0.574
C  0.30  -2.86  -3.97  0.588
C  0.43  -3.77  -2.86  -0.539
N  0.77  -3.35  -1.68  0.281
N  1.54  -4.19  -0.85  -0.952
C  2.48  -3.47  -0.29  0.704
O  2.54  -2.15  -0.37  -1.047
C  3.59  -4.16  0.40  0.546
C  4.68  -3.42  0.84  -0.186
C  5.74  -4.05  1.47  -0.773
C  5.70  -5.42  1.68  -0.409
C  4.61  -6.16  1.24  -0.727
C  3.56  -5.54  0.60  -0.384
H  1.83  -0.10  -5.23  0.529
H  0.81  -0.97  -7.30  0.438
H  -0.55  -3.04  -7.26  0.436
H  -0.78  -4.29  -5.16  0.450
H  0.44  -4.85  -3.04  0.503
H  4.71  -2.35  0.67  0.475
H  6.59  -3.47  1.80  0.420
H  6.53  -5.92  2.17  0.425
H  4.59  -7.23  1.40  0.429
H  2.71  -6.11  0.25  0.477

For the HOMO energy (spin up / spin down), the calculation gives -10.618 / -10.618 eV. As for the spin multiplicity: 1. As for the LUMO energy (spin up / spin down): -5.251 / -5.252 eV. Its electronic energy is -58331.4101 eV. The value obtained for the frontier orbital gap (spin up / spin down) is 5.37 / 5.37 eV. Its net charge is +1.

=====

Record 3
This record from the Open Molecules 2025 dataset describes C42H51Br2Si4 as an isolated structure. The level of theory is wB97M-V/def2-TZVPD.

Each line ends with the Mulliken charge.
CARTESIAN COORDINATES (ANGSTROEM)
Br  6.61  6.25  -2.76  -0.180
C  5.13  5.43  -1.88  0.015
C  5.13  5.32  -0.48  -0.734
C  4.05  4.74  0.16  -0.293
C  2.92  4.31  -0.58  0.608
C  1.76  3.74  0.07  0.225
C  0.71  3.29  -0.66  -1.102
C  -0.59  2.89  -0.08  1.090
C  -1.78  3.61  -0.71  0.344
C  -2.98  3.69  0.02  -0.490
C  -4.05  4.45  -0.46  -0.567
C  -3.92  5.15  -1.68  -0.085
Br  -5.26  6.35  -2.24  -0.167
C  -2.76  4.99  -2.45  -0.601
C  -1.71  4.21  -1.98  -0.237
C  2.94  4.44  -1.99  -0.543
C  4.05  4.98  -2.64  -0.786
H  5.97  5.69  0.09  0.417
H  4.05  4.60  1.24  0.427
H  1.67  3.75  1.17  0.509
H  0.78  3.11  -1.74  0.018
H  -0.66  2.94  1.02  0.305
H  -3.05  3.19  0.99  0.350
H  -4.98  4.51  0.10  0.427
H  -2.68  5.48  -3.42  0.441
H  -0.81  4.09  -2.60  0.367
H  2.09  4.12  -2.60  0.469
H  4.07  5.05  -3.72  0.460
C  0.84  0.64  -2.38  -0.928
Si  0.78  -1.21  -2.32  -0.435
C  -0.15  -1.79  -3.82  -1.156
C  2.60  -1.73  -2.42  0.707
C  2.88  -3.06  -2.06  -0.270
C  4.20  -3.53  -2.03  -0.725
C  5.26  -2.66  -2.36  -0.490
C  4.98  -1.34  -2.74  -0.628
C  3.65  -0.88  -2.78  -0.263
C  0.14  -1.91  -0.66  1.239
Si  -1.28  -1.20  0.34  -1.139
H  -0.65  1.87  -0.39  -0.839
C  -3.00  -1.45  -0.20  -0.404
Si  -3.38  -3.29  0.05  0.529
C  -4.48  -3.82  -1.38  -1.188
C  -1.91  -4.40  0.20  -1.392
C  -4.38  -3.52  1.64  0.842
C  -4.12  -4.62  2.47  -0.354
C  -4.93  -4.89  3.57  -0.669
C  -6.01  -4.05  3.87  -0.477
C  -6.23  -2.90  3.09  -0.640
C  -5.42  -2.64  1.98  -0.402
C  -1.03  -1.41  2.18  -0.145
Si  0.20  -0.31  3.13  -0.040
C  -0.45  1.39  3.51  -0.759
C  0.54  -1.25  4.71  -1.236
C  1.87  -0.17  2.22  1.263
C  2.47  1.06  1.96  -0.439
C  3.65  1.12  1.21  -0.273
C  4.26  -0.06  0.76  -0.649
C  3.72  -1.30  1.12  -0.343
C  2.51  -1.35  1.83  -0.855
H  -0.18  1.08  -2.37  0.497
H  1.44  1.04  -1.54  0.266
H  1.34  0.94  -3.34  0.458
H  -1.23  -1.68  -3.63  0.345
H  0.13  -1.14  -4.66  0.368
H  0.07  -2.83  -4.09  0.361
H  2.06  -3.73  -1.79  0.238
H  4.39  -4.57  -1.75  0.384
H  6.29  -3.02  -2.31  0.381
H  5.79  -0.66  -3.01  0.444
H  3.45  0.15  -3.09  0.284
H  -0.21  -2.93  -0.85  -0.213
H  1.04  -1.97  -0.02  -0.312
H  -3.70  -0.83  0.40  0.478
H  -3.15  -1.20  -1.27  0.492
H  -3.94  -3.66  -2.33  0.382
H  -4.72  -4.88  -1.26  0.373
H  -5.41  -3.24  -1.39  0.334
H  -1.35  -4.42  -0.74  0.410
H  -1.24  -4.14  1.03  0.374
H  -2.27  -5.43  0.38  0.528
H  -3.27  -5.28  2.23  0.214
H  -4.72  -5.77  4.18  0.389
H  -6.67  -4.28  4.69  0.397
H  -7.04  -2.21  3.33  0.384
H  -5.59  -1.75  1.36  0.282
H  -2.00  -1.27  2.69  0.655
H  -0.71  -2.45  2.31  0.161
H  -1.01  1.34  4.45  0.474
H  0.37  2.11  3.64  0.445
H  -1.13  1.77  2.73  -0.081
H  -0.40  -1.66  5.10  0.382
H  1.24  -2.08  4.52  0.361
H  0.98  -0.57  5.46  0.349
H  2.01  1.97  2.37  0.005
H  4.10  2.09  0.99  0.393
H  5.15  -0.01  0.14  0.466
H  4.23  -2.22  0.86  0.434
H  2.04  -2.32  2.06  0.290

For the HOMO energy, the calculation gives -10.215 eV. As for the spin multiplicity: 1. As for the LUMO energy: -4.687 eV. Its electronic energy is -215973.5665 eV. The value obtained for the frontier orbital gap is 5.53 eV. Its net charge is +1.

=====

Record 4
This record from the Open Molecules 2025 dataset describes C42H51Cl3InN9OPS5 as an isolated structure. The level of theory is wB97M-V/def2-TZVPD.

Each line ends with the Mulliken charge.
CARTESIAN COORDINATES (ANGSTROEM)
In  0.72  0.87  -0.45  1.432
N  2.09  -2.37  -2.81  -0.358
C  1.86  -1.69  -1.68  0.310
S  2.83  -0.27  -1.41  -0.455
N  1.01  -2.15  -0.81  -1.508
N  0.76  -1.34  0.22  1.074
C  0.73  -1.71  1.44  0.344
C  0.87  -3.12  1.85  0.142
C  0.04  -4.10  1.29  -0.054
C  0.16  -5.42  1.68  -0.637
C  1.13  -5.79  2.60  -0.675
C  1.99  -4.84  3.12  -0.932
C  1.86  -3.51  2.76  -0.235
C  0.64  -0.62  2.42  0.690
C  0.60  -0.84  3.80  -0.490
C  0.55  0.24  4.65  -1.076
C  0.51  1.52  4.11  -1.331
C  0.56  1.65  2.74  -0.972
N  0.64  0.62  1.93  0.553
H  2.92  -2.16  -3.33  0.275
H  1.69  -3.30  -2.89  0.200
H  -0.71  -3.82  0.56  0.654
H  -0.50  -6.17  1.26  0.206
H  1.23  -6.83  2.89  0.478
H  2.77  -5.12  3.81  0.435
H  2.54  -2.77  3.14  0.595
H  0.63  -1.85  4.19  0.585
H  0.54  0.09  5.72  0.555
H  0.46  2.40  4.74  0.599
H  0.51  2.62  2.26  0.797
C  2.54  4.93  2.29  0.296
C  3.63  3.91  2.63  -1.033
S  3.45  2.28  1.79  0.316
C  4.67  2.39  0.45  -0.889
C  4.40  3.56  -0.48  -0.846
S  2.74  3.42  -1.25  0.341
C  2.40  5.21  -1.49  -0.706
C  1.86  5.97  -0.30  -0.856
S  3.04  6.22  1.08  -0.187
H  2.27  5.47  3.19  0.525
H  1.66  4.44  1.88  -0.664
H  3.57  3.67  3.69  0.490
H  4.62  4.29  2.41  0.508
H  4.58  1.44  -0.08  0.200
H  5.66  2.47  0.89  0.528
H  5.14  3.57  -1.28  0.565
H  4.42  4.50  0.06  0.269
H  1.66  5.24  -2.29  0.265
H  3.33  5.65  -1.85  0.473
H  0.96  5.50  0.10  0.238
H  1.62  6.98  -0.64  0.530
Cl  -1.85  -1.95  7.17  -0.219
C  -2.59  -2.00  5.62  0.621
C  -1.97  -2.65  4.57  -1.232
C  -2.55  -2.62  3.32  0.105
C  -3.78  -2.01  3.08  -0.603
C  -4.35  -2.04  1.68  0.278
C  -4.78  -0.64  1.16  -1.488
N  -3.75  0.35  1.32  0.633
C  -3.88  1.59  1.87  -0.314
C  -2.68  2.21  1.70  -1.209
N  -1.82  1.37  1.06  0.344
C  -2.49  0.27  0.85  -0.697
O  -5.47  -2.90  1.64  -0.241
C  -5.57  -3.68  0.46  -0.833
C  -4.54  -4.77  0.39  0.195
C  -4.37  -5.72  1.36  0.681
Cl  -5.21  -5.81  2.85  -0.172
S  -3.17  -6.89  0.95  -0.171
C  -2.87  -6.09  -0.55  -0.436
C  -3.66  -4.99  -0.70  -0.701
C  -4.43  -1.45  4.18  1.179
Cl  -6.03  -0.83  4.07  -0.194
C  -3.83  -1.41  5.43  -0.944
H  -1.04  -3.18  4.73  0.565
H  -2.04  -3.11  2.50  0.499
H  -3.56  -2.44  1.02  0.149
H  -5.66  -0.32  1.70  0.369
H  -5.04  -0.74  0.10  0.209
H  -4.79  1.92  2.33  0.477
H  -2.40  3.20  1.98  0.504
H  -2.08  -0.59  0.36  0.510
H  -5.50  -3.06  -0.44  0.266
H  -6.57  -4.12  0.51  0.395
H  -2.15  -6.48  -1.23  0.490
H  -3.62  -4.35  -1.57  0.466
H  -4.34  -0.93  6.25  0.502
C  -1.03  1.01  -1.87  -1.489
H  -0.72  1.56  -2.74  0.097
H  -1.87  1.48  -1.38  0.480
H  -1.25  -0.02  -2.12  0.380
C  2.60  3.16  -6.34  -1.002
N  3.24  1.90  -5.98  0.143
C  2.55  0.82  -6.65  -0.957
N  1.13  0.77  -6.36  0.129
C  0.54  2.05  -6.72  -0.988
N  1.17  3.17  -6.04  0.103
C  0.92  3.15  -4.62  -1.127
P  1.59  1.63  -3.73  1.504
C  3.28  1.71  -4.55  -1.210
C  0.87  0.42  -4.99  -1.080
H  2.73  3.32  -7.41  0.284
H  3.08  3.98  -5.80  0.388
H  3.01  -0.13  -6.36  0.383
H  2.67  0.95  -7.73  0.302
H  -0.53  2.04  -6.47  0.401
H  0.65  2.19  -7.79  0.335
H  -0.16  3.21  -4.46  0.444
H  1.38  4.04  -4.17  0.329
H  3.81  0.78  -4.33  0.398
H  3.83  2.53  -4.09  0.413
H  -0.22  0.37  -4.84  0.439
H  1.27  -0.58  -4.79  0.351

For the HOMO energy, the calculation gives -9.707 eV. As for the spin multiplicity: 1. As for the LUMO energy: -3.122 eV. Its electronic energy is -166040.3394 eV. The calculation puts the energy relative to the best compared isomer or geometry (same formula, charge and spin) at 27.2 kcal/mol. The value obtained for the frontier orbital gap is 6.59 eV. Its net charge is +1.